# 1
Density functional theory data (ωB97M-V with the def2-TZVPD basis set) for As3CsF18 as an isolated structure at a distorted geometry.

As for the LUMO energy: 4.276 eV. As for the energy above the lowest of the compared OMol25 structures with the same formula, charge and spin: 1456.7 kJ/mol. The value obtained for the frontier orbital gap is 0.25392 Ha. The charge is -2.

XYZ file:
```
22
Properties=species:S:1:pos:R:3:mulliken_charge:R:1
Cs 0.634 0.198 0.899 0.912
As 2.609 0.946 -1.815 1.966
F 3.569 0.824 -3.300 -0.529
F 3.533 2.481 -1.458 -0.543
F 1.769 1.021 -0.245 -0.322
F 1.762 -0.540 -2.371 -0.486
F 3.980 0.000 -1.077 -0.521
F 1.445 1.980 -2.696 -0.470
As -1.999 1.128 -0.482 2.002
F -3.535 0.275 -0.333 -0.505
F -1.264 -0.159 -1.471 -0.446
F -0.394 1.922 -0.382 -0.472
F -2.694 2.595 0.398 -0.543
F -1.528 0.327 1.092 -0.579
F -2.461 1.877 -1.993 -0.501
As -0.792 -2.133 2.175 1.969
F -1.163 -0.577 3.019 -0.469
F -0.439 -2.879 3.752 -0.509
F -0.283 -3.648 1.264 -0.528
F -1.167 -1.464 0.567 -0.412
F 0.887 -1.518 1.970 -0.503
F -2.469 -2.653 2.485 -0.513
```



# 2
Density functional theory data (ωB97M-V with the def2-TZVPD basis set) for AsF6H24O12 as an isolated structure at a distorted geometry.

As for the LUMO energy: 1.954 eV. As for the energy above the lowest of the compared OMol25 structures with the same formula, charge and spin: 291.9 kJ/mol. The value obtained for the frontier orbital gap is 0.41561 Ha. The charge is -1.

XYZ file:
```
43
Properties=species:S:1:pos:R:3:nbo_charge:R:1
As -4.511 -40.597 -10.755 2.790
F -5.640 -41.398 -9.491 -0.644
F -5.257 -39.061 -10.200 -0.632
F -3.401 -39.790 -11.913 -0.633
F -3.852 -42.250 -11.210 -0.635
F -5.708 -40.676 -12.020 -0.619
F -3.238 -40.458 -9.496 -0.626
O -8.791 -42.679 -15.369 -0.943
H -9.342 -42.629 -14.588 0.468
H -7.902 -42.532 -15.046 0.475
O -0.295 -45.559 -9.115 -0.941
H -1.081 -45.201 -9.527 0.477
H 0.292 -45.754 -9.845 0.464
O -1.759 -48.138 -13.410 -0.933
H -0.887 -48.518 -13.305 0.463
H -1.902 -47.639 -12.606 0.470
O -5.057 -41.822 -3.806 -0.943
H -5.008 -42.764 -3.968 0.466
H -4.689 -41.423 -4.594 0.477
O 1.705 -41.699 -7.753 -0.946
H 1.233 -42.320 -8.308 0.475
H 1.084 -41.476 -7.060 0.470
O -10.402 -41.131 -4.895 -0.941
H -10.274 -41.695 -5.658 0.469
H -9.517 -40.946 -4.583 0.472
O -11.190 -39.470 -12.368 -0.943
H -11.231 -39.288 -11.429 0.468
H -10.266 -39.360 -12.594 0.475
O -7.669 -37.045 -15.524 -0.933
H -6.904 -36.708 -15.058 0.470
H -8.386 -36.472 -15.253 0.463
O 2.520 -37.251 -9.277 -0.941
H 2.075 -38.070 -9.062 0.476
H 2.931 -37.417 -10.126 0.465
O -8.773 -35.246 -6.260 -0.937
H -8.252 -34.680 -5.692 0.463
H -8.140 -35.859 -6.634 0.473
O -2.485 -36.774 -5.344 -0.934
H -3.111 -36.051 -5.374 0.464
H -1.849 -36.570 -6.029 0.470
O -1.685 -39.526 -16.611 -0.942
H -1.410 -38.618 -16.480 0.464
H -2.016 -39.802 -15.756 0.478
```